Density functional theory data (ωB97M-V with the def2-TZVPD basis set) for one molecule with the formula H2N2P2 in a non-equilibrium geometry.

Computed properties:
* HOMO (alpha / beta): -8.9 / -8.9 eV
* orbital gap (alpha / beta): 8.249 / 8.248 eV
* total energy: -21588.6067 eV
* SMILES: N1=P2=[P@H]1N2
* M: 91.978 g/mol
* charge: 0

CARTESIAN COORDINATES (ANGSTROEM)
N -1.2165 -1.0324 0.2885
P -1.4551 0.7497 0.1279
P 0.3900 -0.9904 -0.2625
N 0.1612 0.7544 -0.3166
H 1.3379 -0.8277 0.9768
H 0.7826 1.3464 -0.8141

Cartesian forces (eV/Å) of the 2 atoms listed first:
-0.860 3.834 0.430
1.727 -5.164 -0.215